Record 1
# C29H40BN15O6S2Tl

C29H40BN15O6S2Tl as an isolated structure (wB97M-V/def2-TZVPD, the Open Molecules 2025 dataset).

```
94
Properties=species:S:1:pos:R:3:lowdin_charge:R:1
Tl -0.2010 -0.2440 -0.5166 0.81
C -0.3678 0.1799 4.2247 -0.07
C -0.1753 -0.4665 2.9943 -0.17
N -0.3200 0.3848 1.9915 -0.03
N -0.6036 1.5838 2.5329 -0.02
C -0.6377 1.4852 3.8786 -0.10
B -1.0276 2.8040 1.7004 -0.54
N 0.0101 3.1894 0.6242 -0.04
C 0.2745 4.4533 0.2375 -0.11
C 1.1040 4.4055 -0.8625 -0.09
C 1.2987 3.0307 -1.0786 -0.16
N 0.6374 2.3137 -0.1806 -0.01
N -2.3889 2.5285 0.9703 -0.03
C -3.6071 2.9308 1.3763 -0.11
C -4.5340 2.5290 0.4364 -0.10
C -3.7597 1.8636 -0.5265 -0.18
N -2.4718 1.8730 -0.1999 0.05
H -0.2937 -0.2386 5.2140 0.09
H 0.0736 -1.4976 2.7899 0.11
H -0.8544 2.3456 4.4923 0.11
H -1.1983 3.7428 2.4389 0.11
H -0.1440 5.2943 0.7679 0.11
H 1.5084 5.2326 -1.4231 0.08
H 1.8800 2.5291 -1.8392 0.11
H -3.7365 3.4755 2.2987 0.11
H -5.6008 2.6866 0.4475 0.08
H -4.0855 1.4001 -1.4476 0.07
O -0.3067 -0.5806 -3.7296 -0.63
S -1.3962 -0.5108 -4.7365 0.89
C -2.7114 -1.6953 -4.2327 -0.32
C -3.6820 -0.9201 -3.3554 -0.25
C -3.8644 0.4085 -4.0827 -0.25
C -2.4445 0.9296 -4.2582 -0.30
H -2.2045 -2.5058 -3.7144 0.07
H -3.1831 -2.0606 -5.1484 0.08
H -3.2127 -0.7418 -2.3830 0.09
H -4.6202 -1.4541 -3.1897 0.11
H -4.4874 1.1139 -3.5296 0.10
H -4.3352 0.2384 -5.0553 0.11
H -2.0183 1.2653 -3.3095 0.09
H -2.3422 1.7086 -5.0120 0.08
C 4.4904 5.7536 1.2630 -0.05
C 4.3589 4.4355 1.9805 -0.27
C 3.3107 4.1955 2.8591 -0.03
C 3.1846 2.9733 3.5024 -0.04
C 4.1373 1.9924 3.2864 -0.26
C 5.2042 2.2153 2.4240 -0.05
C 5.2977 3.4275 1.7647 -0.04
S 4.0440 0.4921 4.2291 0.61
O 3.0031 0.6761 5.1984 -0.30
O 5.3827 0.2080 4.6843 -0.31
N 3.6202 -0.7269 3.2378 -0.12
C 4.6916 -1.3220 2.4132 -0.23
C 4.0991 -2.2630 1.3710 -0.12
C 3.2574 -1.4904 0.3183 -0.72
O 3.7844 -1.2767 -0.7849 -0.04
O 2.1073 -1.1248 0.7148 -0.22
H 3.7615 6.4741 1.6334 0.07
H 4.3215 5.6177 0.1926 0.08
H 5.4914 6.1677 1.3940 0.07
H 2.5756 4.9695 3.0417 0.11
H 2.3624 2.7744 4.1782 0.11
H 5.9619 1.4570 2.2851 0.10
H 6.1168 3.6027 1.0755 0.11
H 2.7711 -0.5583 2.6809 0.09
H 5.3544 -1.8591 3.0894 0.11
H 5.2870 -0.5661 1.8940 0.10
H 3.4488 -2.9774 1.8830 0.10
H 4.9086 -2.7760 0.8569 0.10
N 2.1559 -6.1217 1.3002 0.12
N 1.7928 -5.2064 0.3303 -0.30
N 2.6325 -4.8210 -0.5981 0.14
C 1.8701 -3.9886 -1.2971 -0.19
N 0.6271 -3.9219 -0.8035 0.01
N 0.5919 -4.7171 0.2443 0.07
H 3.1566 -6.0456 1.4162 0.09
H 1.6691 -5.8877 2.1544 0.09
H 2.2269 -3.4130 -2.1340 0.12
C -6.0651 -0.8838 1.9025 -0.02
N -5.0933 -1.7027 1.1925 -0.05
C -5.4605 -2.8253 0.5501 -0.08
C -4.5792 -3.5482 -0.1740 -0.03
C -3.2436 -3.0267 -0.2676 -0.40
N -2.8581 -1.9554 0.3880 0.17
C -3.7139 -1.2827 1.2098 -0.48
O -3.4113 -0.3735 1.9490 0.06
N -2.3635 -3.6288 -1.0939 0.16
H -6.8313 -1.5158 2.3519 0.08
H -6.5354 -0.1691 1.2240 0.09
H -5.5367 -0.3267 2.6688 0.09
H -6.4930 -3.1314 0.6664 0.12
H -4.8697 -4.4591 -0.6770 0.10
H -2.5717 -4.5650 -1.3934 0.10
H -1.3748 -3.4058 -0.9882 0.04
```

The charge is -1. The value obtained for the energy above the lowest of the compared OMol25 structures with the same formula, charge and spin is 82.3 kJ/mol. The calculation puts the gap between HOMO and LUMO at 7.2082 eV. As for the total energy: -3395.721581 a.u. For the LUMO energy, the calculation gives 2.08 eV. The highest occupied orbital energy is -5.1 eV.

---

Record 2
# C29H40ClN10ORuS2

C29H40ClN10ORuS2 as an isolated structure (wB97M-V/def2-TZVPD, the Open Molecules 2025 dataset).

```
84
Properties=species:S:1:pos:R:3:lowdin_charge:R:1
Ru -0.7091 0.0109 0.1188 1.09
C 4.3020 1.6887 0.1032 -0.42
S 3.0046 2.9225 -0.0296 0.89
C 1.5756 1.9814 -0.0696 -1.06
S 1.5460 0.2247 0.0796 0.59
N 0.4771 2.6863 -0.2487 -0.10
N -0.6351 1.9613 -0.2171 -0.28
C -1.8197 2.5590 -0.6295 -0.03
C -2.9285 1.7246 -0.7465 -0.29
C -4.2073 2.1848 -1.1354 0.00
C -5.2532 1.3019 -1.2068 -0.04
C -5.0416 -0.0466 -0.8869 -0.06
C -3.7731 -0.4497 -0.5256 -0.15
N -2.7305 0.3824 -0.4592 -0.06
H 5.2341 2.2501 0.1068 0.04
H 4.2840 1.0171 -0.7529 0.03
H 4.2086 1.1303 1.0324 0.03
H -1.8258 3.6153 -0.8585 0.13
H -4.3381 3.2320 -1.3710 0.13
H -6.2353 1.6430 -1.5044 0.12
H -5.8461 -0.7661 -0.9209 0.11
H -3.5758 -1.4815 -0.2608 0.09
C -2.4176 -7.3367 -2.9952 -0.03
C -1.9134 -7.6949 -1.5908 -0.52
C -0.5511 -8.3898 -1.7529 -0.02
C -2.8899 -8.7022 -0.9700 -0.03
C -1.8007 -6.4289 -0.6746 -0.42
O -1.1483 -6.7318 0.5490 0.01
C -3.1827 -5.8050 -0.3443 -0.08
C -3.7817 -6.2135 1.0068 -0.09
C -2.9976 -5.7826 2.2114 -0.13
C -2.5295 -4.4661 2.3486 0.02
C -1.8029 -4.0812 3.4503 -0.04
C -1.5437 -5.0158 4.4577 -0.58
Cl -0.6282 -4.5413 5.8229 0.87
C -2.0261 -6.3251 4.3654 -0.03
C -2.7443 -6.6923 3.2529 0.04
C -0.9232 -5.3778 -1.3863 -0.03
N -0.6728 -4.1711 -0.5996 -0.09
C -1.1778 -2.9631 -0.8008 -0.13
N -0.6385 -2.1078 0.0659 -0.09
C 0.2168 -2.8950 0.7963 -0.21
N 0.2186 -4.1410 0.4160 0.16
H -2.6112 -8.2569 -3.5466 0.10
H -1.6792 -6.7767 -3.5711 0.09
H -3.3505 -6.7714 -2.9813 0.09
H -0.6886 -9.2925 -2.3477 0.10
H -0.1019 -8.7073 -0.8094 0.09
H 0.1777 -7.7717 -2.2778 0.09
H -2.8855 -9.6166 -1.5629 0.10
H -3.9146 -8.3293 -0.9611 0.09
H -2.6131 -8.9801 0.0498 0.09
H -0.8716 -7.6539 0.5574 0.10
H -3.8962 -6.0579 -1.1281 0.12
H -3.1077 -4.7144 -0.3625 0.10
H -3.9372 -7.2896 1.0508 0.11
H -4.7772 -5.7581 1.0697 0.16
H -2.7341 -3.7368 1.5715 0.12
H -1.4246 -3.0739 3.5496 0.09
H -1.8247 -7.0293 5.1607 0.13
H -3.1127 -7.7073 3.1685 0.14
H -1.3986 -5.0462 -2.3077 0.14
H 0.0518 -5.7987 -1.6170 0.14
H -1.8724 -2.7222 -1.5890 0.15
H 0.8220 -2.5189 1.6048 0.11
C 0.5393 2.2164 6.1681 -0.07
C -0.8165 2.8304 5.8362 -0.41
C -0.7079 3.8603 4.7161 -0.07
C -1.8665 1.7597 5.5325 -0.09
N -1.5255 0.9571 4.3504 -0.08
C -1.7089 1.2148 3.0598 -0.11
N -1.1646 0.2304 2.3744 -0.06
N -0.6366 -0.6237 3.2755 -0.02
N -0.8520 -0.1963 4.4580 0.09
H 1.2384 2.9945 6.4725 0.09
H 0.9699 1.7092 5.3011 0.07
H 0.4667 1.4919 6.9795 0.08
H -1.1986 3.3352 6.7280 0.14
H -0.2662 3.4254 3.8141 0.07
H -0.0566 4.6785 5.0203 0.09
H -1.6790 4.2906 4.4603 0.08
H -2.8428 2.2051 5.3429 0.13
H -1.9572 1.0509 6.3530 0.13
H -2.2158 2.0775 2.6623 0.15
```

The charge is +2. The value obtained for the energy above the lowest of the compared OMol25 structures with the same formula, charge and spin is 21.8 kJ/mol. The calculation puts the gap between HOMO and LUMO (spin up / spin down) at 5.2130 / 2.5947 eV. The multiplicity is 6. As for the total energy: -3102.699250 a.u. Its expectation value of S² is 8.80. For the LUMO energy (spin up / spin down), the calculation gives -5.39 / -9.43 eV. The highest occupied orbital energy (spin up / spin down) is -10.6 / -12.0 eV.

---

Record 3
# C29H40CoGeN3O4

C29H40CoGeN3O4 as an isolated structure (wB97M-V/def2-TZVPD, the Open Molecules 2025 dataset).

```
78
Properties=species:S:1:pos:R:3:lowdin_charge:R:1
Co -0.0845 -0.3639 -0.5459 0.80
O 3.2993 0.2631 -3.3408 0.16
C 2.3511 -0.0010 -2.4543 -0.45
O 1.2244 0.4460 -2.5101 0.08
C 2.7802 -0.9165 -1.3584 -0.16
C 4.0251 -1.4776 -1.2159 0.03
C 4.2318 -2.3205 -0.1189 0.00
C 3.2008 -2.5724 0.7613 0.04
C 1.9625 -1.9655 0.5419 -0.14
N 1.7900 -1.1542 -0.4909 0.09
C 0.6981 -2.1801 1.4038 -0.69
O 1.0940 -2.1910 2.7667 0.02
O -0.1867 -1.1655 1.1600 -0.22
H 2.9356 0.8530 -4.0197 0.15
H 4.8101 -1.2666 -1.9270 0.13
H 5.2023 -2.7735 0.0336 0.12
H 3.3288 -3.2146 1.6213 0.13
H 0.9502 -1.2906 3.0834 0.11
C -6.8809 0.1375 -1.5570 -0.03
C -6.0436 -0.3082 -2.7651 -0.56
C -6.5636 -1.6598 -3.2535 -0.06
C -6.1857 0.7156 -3.9008 -0.03
C -4.5832 -0.3812 -2.3409 -0.13
C -3.8419 -1.5563 -2.3606 0.02
C -2.5300 -1.5405 -1.9259 -0.08
N -1.9228 -0.4374 -1.4969 0.05
C -2.6155 0.7143 -1.4731 -0.16
C -3.9323 0.7661 -1.8824 0.06
C -1.8733 1.8927 -0.9400 -0.16
C -2.3716 3.1855 -0.9859 0.07
C -1.6429 4.2399 -0.4478 -0.13
C -0.4074 3.9240 0.1176 0.01
C 0.0317 2.6190 0.1188 -0.07
N -0.6820 1.6184 -0.3988 0.04
C -2.1391 5.6788 -0.4533 -0.56
C -1.1248 6.5495 -1.2099 -0.03
C -2.2552 6.1631 0.9998 -0.03
C -3.5036 5.8152 -1.1274 -0.06
H -7.9325 0.1899 -1.8413 0.09
H -6.5838 1.1233 -1.1965 0.08
H -6.7850 -0.5699 -0.7317 0.10
H -7.6058 -1.5559 -3.5548 0.09
H -6.5236 -2.4172 -2.4686 0.09
H -6.0047 -2.0206 -4.1189 0.09
H -7.2302 0.7778 -4.2076 0.09
H -5.5929 0.4228 -4.7690 0.10
H -5.8712 1.7138 -3.5937 0.08
H -4.2702 -2.4891 -2.6938 0.11
H -1.9410 -2.4497 -1.9118 0.12
H -4.4724 1.7000 -1.8290 0.11
H -3.3301 3.3703 -1.4447 0.10
H 0.2168 4.6879 0.5589 0.12
H 0.9855 2.3503 0.5552 0.13
H -0.1438 6.5365 -0.7344 0.08
H -1.4716 7.5833 -1.2280 0.09
H -1.0098 6.2109 -2.2410 0.09
H -1.2961 6.1290 1.5171 0.08
H -2.9666 5.5544 1.5603 0.10
H -2.6049 7.1961 1.0149 0.09
H -3.4726 5.5057 -2.1742 0.09
H -3.8115 6.8605 -1.1042 0.09
H -4.2718 5.2367 -0.6102 0.09
C -1.2034 -4.3899 3.8854 -0.21
Ge -1.5674 -4.0044 2.0103 0.83
C -2.2287 -5.6145 1.1112 -0.22
C -2.9148 -2.5998 1.8349 -0.21
C 0.1249 -3.5598 1.0814 -0.18
H -2.1044 -4.7532 4.3809 0.02
H -0.8557 -3.4939 4.3967 0.02
H -0.4304 -5.1536 3.9748 0.02
H -3.1532 -5.9539 1.5800 0.02
H -1.5049 -6.4282 1.1651 0.02
H -2.4382 -5.4159 0.0583 0.01
H -3.8143 -2.8755 2.3869 0.02
H -3.1857 -2.4632 0.7859 0.00
H -2.5267 -1.6561 2.2122 0.01
H -0.0424 -3.6331 0.0007 0.08
H 0.8579 -4.3297 1.3406 0.09
```

The charge is +1. The value obtained for the energy above the lowest of the compared OMol25 structures with the same formula, charge and spin is 8.9 kJ/mol. The calculation puts the gap between HOMO and LUMO (spin up / spin down) at 8.5569 / 8.4630 eV. The multiplicity is 4. As for the total energy: -5053.909486 a.u. Its expectation value of S² is 3.76. For the LUMO energy (spin up / spin down), the calculation gives -2.96 / -3.07 eV. The highest occupied orbital energy (spin up / spin down) is -11.5 / -11.5 eV.